Entry 1:
DFT (the ωB97M-V functional and the def2-TZVPD basis) results for an isolated molecule of C4H9NO2S.

Output
E_LUMO = 0.623 eV
DFT total energy = -761.22997 a.u.
Gap between HOMO and LUMO = 9.8 eV

The geometry in ORCA input format:
```
! RIJCOSX wB97M-V def2-TZVPD def2/J DEFGRID3
* xyz 0 1
O 1.10 1.74 -0.61
C 0.64 0.79 -0.02
C -0.75 0.21 -0.46
C -1.36 1.12 -1.48
S -3.09 0.47 -1.88
N 1.17 0.24 1.13
C 1.14 -1.17 1.45
O 2.10 -1.93 0.79
H -1.31 0.12 0.48
H -0.52 -0.79 -0.87
H -1.45 2.12 -1.05
H -0.79 1.22 -2.40
H -3.11 -0.67 -1.22
H 1.88 0.77 1.64
H 0.14 -1.51 1.18
H 1.26 -1.27 2.54
H 2.95 -1.46 0.77
*
```

---

Entry 2:
DFT (the ωB97M-V functional and the def2-TZVPD basis) results for a cluster of 2 separate species, C4H9NO2S2 in total.

Output
E_LUMO = 0.349 eV
DFT total energy = -1159.36266 a.u.
Gap between HOMO and LUMO = 9.4 eV

The geometry in ORCA input format:
```
! RIJCOSX wB97M-V def2-TZVPD def2/J DEFGRID3
* xyz 0 1
C 0.42 -1.69 0.30
N -0.70 -1.21 0.67
C -1.81 -1.01 -0.23
C -2.25 0.43 -0.26
C -1.01 1.30 -0.03
O -0.18 1.61 -0.86
O -0.82 1.60 1.29
H 1.02 -1.79 1.23
H 0.76 -1.97 -0.65
H -2.65 -1.62 0.04
H -1.75 -1.33 -1.26
H -2.71 0.65 -1.19
H -2.69 0.51 0.80
H 0.18 1.88 1.27
S 3.33 1.61 -0.59
S 3.74 -0.06 0.58
H 2.19 1.42 -1.10
H 4.93 -0.34 -0.01
*
```

---

Entry 3:
DFT (the ωB97M-V functional and the def2-TZVPD basis) results for a structure of composition C4H9NO3.

Output
E_LUMO = 0.709 eV
DFT total energy = -438.14159 a.u.
Gap between HOMO and LUMO = 7.6 eV

The geometry in ORCA input format:
```
! RIJCOSX wB97M-V def2-TZVPD def2/J DEFGRID3
* xyz 0 1
C -0.04 -1.31 -0.65
C -0.35 -0.89 1.21
C -0.04 1.22 -0.63
C 0.53 -0.04 -0.25
N 1.92 -0.10 0.08
O -1.48 1.12 -0.82
O 0.26 2.29 0.22
O -1.16 -1.40 -1.34
H -0.11 2.12 1.11
H -1.73 1.88 -1.35
H -1.60 -0.50 -1.30
H 0.61 -2.18 -0.70
H 2.20 0.77 0.53
H 2.46 -0.17 -0.78
H -0.23 -1.91 1.55
H -1.40 -0.61 1.17
H 0.16 -0.27 1.95
*
```

---

Entry 4:
DFT (the ωB97M-V functional and the def2-TZVPD basis) results for a cluster of 3 separate species, C4H9NO3 in total.

Output
E_LUMO = -5.561 eV
DFT total energy = -437.97001 a.u.
Gap between HOMO and LUMO = 3.8 eV

The geometry in ORCA input format:
```
! RIJCOSX wB97M-V def2-TZVPD def2/J DEFGRID3
* xyz 0 1
O 2.24 1.17 0.53
C -1.01 0.57 -1.84
C -0.12 0.20 -0.95
C -0.41 -0.53 0.33
C -1.89 -0.33 0.80
N -1.97 0.37 1.92
O -2.76 -0.83 0.09
H -0.76 1.05 -2.81
H 1.00 0.29 -1.05
H -2.09 0.47 -1.68
H 0.31 -0.17 1.20
H -0.32 -1.56 0.17
H 2.88 1.53 1.10
H -3.00 0.23 2.06
H 2.40 0.22 0.35
H 3.14 -1.58 -0.07
O 2.34 -1.09 -0.16
*
```

---

Entry 5:
DFT (the ωB97M-V functional and the def2-TZVPD basis) results for a cluster of 2 separate species, C4H9NO3 in total.

Output
E_LUMO = 0.488 eV
DFT total energy = -438.25138 a.u.
Gap between HOMO and LUMO = 10.4 eV

The geometry in ORCA input format:
```
! RIJCOSX wB97M-V def2-TZVPD def2/J DEFGRID3
* xyz 0 1
N 1.14 1.82 0.85
C -0.01 1.27 1.27
O -0.76 1.83 2.14
C -0.39 -0.16 0.93
C -1.17 -0.30 -0.29
C -0.50 -0.63 -1.60
O -1.02 -1.41 -2.34
H 1.77 1.18 0.45
H 1.25 2.79 1.27
H -1.08 -0.38 1.71
H 0.51 -0.90 0.89
H -1.82 0.65 -0.36
H -1.83 -1.12 -0.36
H 0.54 -0.30 -1.85
O 2.05 -1.85 -0.76
H 1.31 -2.17 -0.16
H 1.62 -2.12 -1.63
*
```

---

Entry 6:
DFT (the ωB97M-V functional and the def2-TZVPD basis) results for a cluster of 2 separate species, C4H9NO3 in total.

Output
E_LUMO = 0.332 eV
DFT total energy = -438.28336 a.u.
Gap between HOMO and LUMO = 9.8 eV

The geometry in ORCA input format:
```
! RIJCOSX wB97M-V def2-TZVPD def2/J DEFGRID3
* xyz 0 1
C 1.44 -0.17 0.89
C 1.82 -0.32 -0.57
O 2.97 -0.42 -0.94
N 0.79 -0.28 -1.47
C -0.63 -0.42 -1.20
C -1.39 0.90 -1.20
O -2.33 1.10 -1.91
H 0.42 0.17 0.92
H 1.59 -1.13 1.38
H 2.13 0.54 1.35
H 1.04 -0.40 -2.44
H -1.12 -1.05 -1.93
H -0.80 -0.95 -0.26
H -1.04 1.62 -0.43
O -1.44 0.26 2.28
H -1.24 -0.26 3.06
H -2.22 0.80 2.47
*
```

---

| no. | HOMO energy (Ha) |
| --- | --- |
| 1 | -0.33601 |
| 2 | -0.33202 |
| 3 | -0.25294 |
| 4 | -0.34259 |
| 5 | -0.36458 |
| 6 | -0.34843 |